Entry one
{"formula": "C4H12N2O", "method": "the ωB97M-V functional and the def2-TZVPD basis", "species": ["C", "C", "C", "N", "H", "H", "H", "H", "H", "H", "H", "H", "N", "C", "O", "H", "H", "H", "H"], "coordinates": [[1.012, -1.788, -1.586], [0.779, -1.355, -0.150], [-1.445, -1.224, 0.895], [-0.528, -1.892, 0.319], [0.677, -2.820, -1.718], [0.381, -1.208, -2.264], [2.026, -1.632, -1.933], [1.564, -1.678, 0.533], [0.676, -0.262, -0.062], [-2.409, -1.675, 1.078], [-1.245, -0.149, 1.071], [-0.744, -2.832, -0.006], [-0.053, 3.409, 1.031], [-0.360, 2.232, 0.257], [-0.015, 1.083, 0.827], [0.418, 3.147, 1.892], [0.533, 4.065, 0.529], [-1.439, 2.235, 0.003], [0.172, 2.342, -0.714]], "spin_multiplicity": 2, "charge": 1}

---

Entry two
{"formula": "C4H12N2O", "method": "the ωB97M-V functional and the def2-TZVPD basis", "species": ["C", "O", "C", "C", "C", "N", "N", "H", "H", "H", "H", "H", "H", "H", "H", "H", "H", "H", "H"], "coordinates": [[0.317, 0.152, 1.743], [0.684, -0.655, 2.861], [0.057, -0.604, 0.408], [-0.318, 0.526, -0.600], [0.551, 0.712, -1.915], [0.030, 1.449, -3.009], [-1.083, -1.480, 0.592], [1.179, 0.785, 1.604], [-0.619, 0.631, 2.033], [0.963, -1.204, 0.215], [-1.320, 0.418, -1.058], [-0.425, 1.525, -0.118], [1.605, 0.902, -1.611], [0.719, -0.321, -2.265], [-0.454, 2.270, -2.635], [-0.743, 1.041, -3.535], [0.483, -1.608, 2.787], [-1.021, -2.411, 0.181], [-1.911, -0.998, 0.249]], "spin_multiplicity": 2, "charge": 1}

---

Entry three
{"formula": "C4H12N2O", "method": "the ωB97M-V functional and the def2-TZVPD basis", "species": ["C", "C", "C", "C", "N", "N", "H", "H", "H", "H", "H", "H", "H", "H", "H", "H", "H", "H", "O"], "coordinates": [[1.788, 1.078, -0.821], [0.868, 1.777, 0.209], [-0.606, 1.820, 0.209], [-1.320, 1.067, 1.106], [-2.680, 0.938, 1.110], [1.567, -0.330, -1.118], [1.723, 1.587, -1.791], [2.819, 1.271, -0.537], [1.262, 2.811, 0.277], [1.283, 1.404, 1.158], [-1.143, 2.485, -0.470], [-0.744, 0.736, 1.976], [-2.891, 0.186, 1.773], [-3.012, 0.628, 0.192], [0.614, -0.494, -1.418], [1.781, -0.815, -0.255], [-0.816, -4.909, -1.011], [-0.025, -6.025, -0.415], [-0.469, -5.216, -0.176]], "spin_multiplicity": 2, "charge": 1}

---

In terms of stability, entry three leads; the second structure lies 0.655 eV higher.

---

Entry one
{"formula": "C2H4BrFO", "method": "the ωB97M-V functional and the def2-TZVPD basis", "species": ["C", "C", "O", "F", "Br", "H", "H", "H", "H"], "coordinates": [[-0.281, -0.356, -0.071], [1.059, 0.313, 0.107], [1.753, -0.469, 1.115], [2.953, 0.120, 1.516], [2.262, 0.351, -1.503], [0.040, -1.421, -0.432], [-0.813, -0.186, 0.928], [-0.862, 0.026, -0.998], [0.970, 1.293, 0.339]], "smiles": "C[C@H](Br)OF"}

---

Entry two
{"formula": "C2H4BrFO", "method": "the ωB97M-V functional and the def2-TZVPD basis", "species": ["C", "C", "O", "F", "Br", "H", "H", "H", "H"], "coordinates": [[0.219, 0.639, -0.966], [-1.120, -0.798, 1.139], [-0.553, -0.993, 2.305], [-1.338, -1.939, 0.437], [-2.791, 0.239, 1.147], [1.159, 0.603, -0.454], [0.000, -0.097, -1.706], [-0.421, 1.480, -0.816], [-0.865, -1.802, 2.749]]}

---

In terms of stability, entry one leads; the second structure lies 0.376 eV higher.